[1]
This record from the Open Molecules 2025 dataset describes a molecular structure, C36H54F6KN5O4S2Sb. The level of theory is wB97M-V/def2-TZVPD.

Geometry as ORCA input:
```
! RIJCOSX wB97M-V def2-TZVPD def2/J DEFGRID3
* xyz -1 1
K -0.092 -0.363 -1.613
C -3.271 -0.222 1.611
N -3.256 0.523 0.363
C -3.678 1.900 0.523
C -2.852 2.952 -0.201
C -3.431 4.205 -0.401
C -2.694 5.200 -1.014
C -1.397 4.914 -1.411
C -0.906 3.641 -1.171
N -1.611 2.674 -0.580
C -4.006 -0.166 -0.673
C -3.888 0.529 -2.003
C -4.989 1.092 -2.635
C -4.815 1.724 -3.857
C -3.546 1.776 -4.405
C -2.505 1.182 -3.704
N -2.667 0.572 -2.536
C -2.543 -1.544 1.527
C -3.139 -2.709 1.982
C -2.412 -3.894 1.927
C -1.131 -3.865 1.419
C -0.618 -2.646 0.978
N -1.301 -1.508 1.043
H -4.303 -0.414 1.957
H -2.780 0.388 2.373
H -3.669 2.160 1.587
H -4.722 2.030 0.198
H -4.451 4.383 -0.083
H -3.124 6.180 -1.184
H -0.775 5.650 -1.902
H 0.098 3.373 -1.472
H -5.074 -0.252 -0.398
H -3.606 -1.178 -0.782
H -5.965 1.032 -2.170
H -5.658 2.169 -4.370
H -3.356 2.257 -5.355
H -1.497 1.194 -4.106
H -4.154 -2.690 2.357
H -2.853 -4.824 2.264
H -0.532 -4.761 1.329
H 0.378 -2.592 0.563
F 0.866 1.817 -5.125
C 1.717 2.656 -4.529
F 1.016 3.708 -4.083
F 2.586 3.090 -5.442
S 2.593 1.853 -3.113
O 1.524 1.576 -2.178
O 3.565 2.831 -2.729
N 3.288 0.609 -3.737
S 2.594 -0.778 -4.078
O 3.133 -1.288 -5.298
O 1.175 -0.809 -3.858
C 3.275 -1.872 -2.754
F 3.064 -3.143 -3.069
F 4.589 -1.685 -2.599
F 2.674 -1.611 -1.588
C 3.662 -1.036 4.508
C 3.257 -1.534 3.126
C 2.358 -2.765 3.279
C 4.503 -1.963 2.353
Sb 2.130 -0.121 1.848
C 3.649 1.408 1.358
C 4.423 0.851 0.160
C 2.907 2.661 0.890
C 4.633 1.788 2.460
C 0.825 0.921 3.303
C -0.161 1.725 2.456
C 0.040 -0.142 4.071
C 1.513 1.850 4.298
H 4.237 -1.819 5.023
H 2.795 -0.813 5.130
H 4.287 -0.144 4.463
H 2.905 -3.556 3.808
H 2.054 -3.164 2.309
H 1.451 -2.551 3.846
H 4.972 -2.814 2.864
H 5.246 -1.168 2.292
H 4.263 -2.283 1.336
H 3.757 0.615 -0.671
H 4.982 -0.052 0.403
H 5.135 1.603 -0.201
H 2.125 2.428 0.166
H 3.613 3.332 0.386
H 2.461 3.209 1.722
H 5.295 0.960 2.720
H 4.138 2.124 3.371
H 5.268 2.611 2.106
H -0.649 1.110 1.697
H 0.320 2.557 1.942
H -0.939 2.150 3.108
H -0.431 -0.865 3.403
H -0.757 0.347 4.650
H 0.668 -0.685 4.780
H 2.017 2.679 3.801
H 2.243 1.333 4.921
H 0.757 2.284 4.967
C -2.541 -5.023 -1.915
C -2.056 -3.564 -1.934
C -2.632 -2.880 -3.172
C -0.532 -3.387 -1.866
H -3.638 -5.108 -1.955
H -2.193 -5.528 -1.011
H -2.124 -5.562 -2.773
H -2.519 -3.089 -1.047
H -2.299 -3.408 -4.071
H -2.278 -1.851 -3.253
H -3.730 -2.868 -3.177
H -0.129 -3.634 -2.867
H -0.148 -4.192 -1.210
*
```

The calculation puts the relative energy (zero: lowest compared OMol25 entry of this formula, charge and spin) at 159.71 kJ/mol. The calculation puts the HOMO-LUMO gap at 4.4 eV. The calculation puts the HOMO energy at -2.44 eV.

***

[2]
This record from the Open Molecules 2025 dataset describes a molecular structure, C3H6FNO2 at a distorted geometry. The level of theory is wB97M-V/def2-TZVPD.

Geometry as ORCA input:
```
! RIJCOSX wB97M-V def2-TZVPD def2/J DEFGRID3
* xyz 0 1
C -0.201 0.042 0.527
C 0.682 -2.106 -0.897
C -0.831 2.216 0.816
N 1.271 -0.971 -0.322
O -1.174 -0.556 0.889
O 0.199 1.207 0.431
F 1.717 -0.018 -1.253
H 0.062 -2.537 -0.218
H 0.048 -1.755 -1.816
H 1.306 -2.852 -1.184
H -0.518 2.307 1.913
H -1.841 1.920 0.772
H -0.718 3.106 0.341
*
```

The calculation puts the relative energy (zero: lowest compared OMol25 entry of this formula, charge and spin) at 502.51 kJ/mol. The calculation puts the HOMO-LUMO gap at 9.4 eV. The calculation puts the HOMO energy at -8.73 eV.

***

[3]
This record from the Open Molecules 2025 dataset describes 2 unconnected molecules or ions with the total composition C3H8N2O2S. The level of theory is wB97M-V/def2-TZVPD.

Geometry as ORCA input:
```
! RIJCOSX wB97M-V def2-TZVPD def2/J DEFGRID3
* xyz 0 1
C -0.382 -0.409 0.429
N -0.662 0.822 0.280
C -1.468 0.934 -0.926
C -1.434 -0.471 -1.584
N -0.850 -1.263 -0.519
H 0.173 -0.796 1.269
H -1.073 1.719 -1.574
H -2.484 1.210 -0.629
H -2.431 -0.839 -1.838
H -0.815 -0.485 -2.490
H -0.424 -2.156 -0.700
O 2.078 1.473 1.096
S 2.952 0.108 0.966
O 2.569 -0.747 2.327
H 1.144 1.373 0.813
H 3.107 -0.473 3.080
*
```

The calculation puts the relative energy (zero: lowest compared OMol25 entry of this formula, charge and spin) at 69.55 kJ/mol. The calculation puts the HOMO-LUMO gap at 9.3 eV. Its structure (SMILES) is C1=NCCN1.OSO. The calculation puts the HOMO energy at -8.51 eV.

***

[4]
This record from the Open Molecules 2025 dataset describes a molecular structure, C42H35IrNOP2SSi at a distorted geometry. The level of theory is wB97M-V/def2-TZVPD.

Geometry as ORCA input:
```
! RIJCOSX wB97M-V def2-TZVPD def2/J DEFGRID3
* xyz 2 2
Ir 0.289 0.900 -0.497
C 0.467 2.355 4.071
Si 0.318 0.904 2.938
C -0.925 -0.416 3.152
C -0.914 -1.520 3.903
C -2.079 -2.399 3.993
C -3.254 -1.983 3.523
C -3.441 -0.671 2.815
C -2.107 -0.118 2.289
P -1.571 -0.252 -0.520
C -2.336 1.913 -0.578
C -3.351 1.833 -1.565
C -3.320 2.586 -2.723
C -2.265 3.459 -2.975
C -1.210 3.542 -2.079
C -1.262 2.792 -0.911
C -2.026 -0.848 -2.159
C -2.928 -1.888 -2.382
C -3.203 -2.278 -3.681
C -2.577 -1.653 -4.754
C -1.677 -0.622 -4.532
C -1.404 -0.218 -3.232
C 1.961 0.040 2.698
C 2.457 -0.218 3.989
C 3.678 -0.836 4.199
C 4.470 -1.169 3.113
C 4.006 -0.931 1.833
C 2.744 -0.370 1.614
P 2.201 -0.282 -0.115
C 3.254 0.935 -0.925
C 3.788 1.995 -0.183
C 4.557 2.961 -0.815
C 4.781 2.879 -2.182
C 4.234 1.840 -2.928
C 3.461 0.875 -2.309
C 2.452 -1.859 -0.951
C 1.378 -2.602 -1.421
C 1.593 -3.804 -2.084
C 2.882 -4.263 -2.290
C 3.966 -3.513 -1.847
C 3.756 -2.314 -1.192
H 1.008 2.160 4.995
H -0.530 2.721 4.319
H 1.002 3.149 3.542
H -0.051 -1.761 4.514
H -1.989 -3.350 4.500
H -4.148 -2.585 3.640
H -4.066 -0.001 3.407
H -4.171 1.143 -1.421
H -4.132 2.498 -3.432
H -2.270 4.074 -3.865
H -0.376 4.205 -2.260
H -0.530 3.041 -0.143
H -3.399 -2.396 -1.551
H -3.899 -3.088 -3.857
H -2.788 -1.979 -5.763
H -1.184 -0.139 -5.364
H -0.690 0.585 -3.064
H 1.890 0.079 4.865
H 4.020 -1.028 5.207
H 5.442 -1.618 3.260
H 4.642 -1.193 1.003
H 3.631 2.047 0.888
H 4.987 3.770 -0.240
H 5.388 3.629 -2.672
H 4.418 1.783 -3.992
H 3.041 0.062 -2.889
H 0.368 -2.257 -1.270
H 0.746 -4.374 -2.442
H 3.050 -5.197 -2.808
H 4.975 -3.858 -2.023
H 4.615 -1.726 -0.900
O -0.601 1.591 1.607
N -2.006 1.342 1.989
C -2.807 2.008 0.965
C -4.259 1.608 1.019
C -4.704 0.357 1.029
C -3.887 -0.858 1.341
C -2.360 -0.881 0.944
S -1.368 -2.252 0.476
H -2.702 3.075 1.149
H -4.963 2.425 0.921
H -5.775 0.197 0.976
H -4.410 -1.783 1.099
*
```

The calculation puts the relative energy (zero: lowest compared OMol25 entry of this formula, charge and spin) at 226.05 kJ/mol. The calculation puts the HOMO-LUMO gap (alpha / beta) at 6.4 / 6.6 eV. The expectation value of S² is 0.75. The calculation puts the HOMO energy (alpha / beta) at -13.34 / -13.35 eV.